Here is the molecule C18H20N4O2S from the OMol25 dataset. Energies are from ωB97M-V with the def2-TZVPD basis set.

Last column: natural (NBO) charge in e.
CARTESIAN COORDINATES (ANGSTROEM)
C 3.20 1.55 6.53  -0.63
C 3.32 2.46 5.32  -0.07
O 2.94 1.79 4.12  -0.51
C 1.64 1.77 3.81  0.77
O 0.78 2.32 4.47  -0.61
C 1.43 1.01 2.58  -0.33
S 2.83 0.27 1.85  0.46
C 1.83 -0.38 0.59  0.10
N 2.31 -1.12 -0.39  -0.52
C 1.42 -1.55 -1.27  0.46
C 1.92 -2.39 -2.40  -0.65
N 0.12 -1.28 -1.25  -0.57
C -0.38 -0.53 -0.27  0.47
N -1.71 -0.32 -0.28  -0.57
C -2.52 -0.76 -1.39  -0.21
C -2.41 0.19 -2.60  -0.45
C -2.99 -0.47 -3.82  0.22
C -2.28 -1.46 -4.49  -0.26
C -2.85 -2.06 -5.60  -0.16
C -4.11 -1.64 -6.00  -0.27
C -4.73 -0.65 -5.27  0.04
N -4.19 -0.08 -4.21  -0.43
C 0.48 -0.02 0.75  -0.24
C 0.25 0.78 1.91  0.07
C -1.07 1.29 2.35  -0.67
H 2.16 1.27 6.68  0.22
H 3.55 2.07 7.42  0.22
H 3.79 0.65 6.38  0.21
H 4.36 2.77 5.16  0.19
H 2.68 3.35 5.44  0.20
H 2.94 -2.70 -2.20  0.23
H 1.28 -3.26 -2.53  0.23
H 1.89 -1.81 -3.32  0.23
H -2.08 0.39 0.33  0.40
H -3.55 -0.83 -1.06  0.21
H -2.15 -1.75 -1.68  0.23
H -2.95 1.11 -2.40  0.22
H -1.35 0.40 -2.77  0.22
H -1.30 -1.75 -4.14  0.22
H -2.32 -2.83 -6.14  0.22
H -4.59 -2.08 -6.86  0.22
H -5.72 -0.29 -5.54  0.19
H -0.96 1.82 3.30  0.27
H -1.78 0.47 2.49  0.22
H -1.47 1.99 1.62  0.22

Values from the calculation:
* relative energy (zero: lowest compared OMol25 entry of this formula, charge and spin): 0.000 eV
* calculated total energy: -1465.66841 Ha
* highest occupied orbital energy: -8.198 eV
* molecular weight: 356.45 g/mol
* Kohn-Sham gap: 8.4 eV



Here is the molecule C18H20N4O4S2 from the OMol25 dataset. Energies are from ωB97M-V with the def2-TZVPD basis set.

Last column: natural (NBO) charge in e.
CARTESIAN COORDINATES (ANGSTROEM)
C 0.36 4.27 0.37  -0.64
C 0.94 2.91 0.62  0.01
C 2.03 2.77 1.48  -0.20
C 2.60 1.53 1.72  -0.18
C 2.08 0.42 1.09  -0.35
S 2.87 -1.18 1.29  2.34
O 1.90 -2.21 1.08  -0.94
O 3.63 -1.17 2.50  -0.94
N 3.95 -1.26 0.02  -0.67
C 5.07 -0.34 0.09  -0.27
C 6.12 -0.82 -0.92  -0.07
O 5.59 -0.90 -2.21  -0.52
C 4.50 -1.80 -2.26  -0.07
C 3.39 -1.36 -1.30  -0.27
C 1.00 0.52 0.24  -0.17
C 0.42 1.77 0.01  -0.08
C -0.74 1.81 -0.94  0.66
O -0.65 1.44 -2.09  -0.62
N -1.88 2.30 -0.40  -0.60
C -3.15 2.22 -1.11  -0.26
C -3.84 0.93 -0.81  0.10
C -3.61 -0.30 -1.38  -0.12
N -4.45 -1.16 -0.73  -0.34
C -4.79 -2.48 -0.73  -0.04
C -5.74 -2.77 0.18  -0.41
S -6.25 -1.37 1.09  0.41
C -5.14 -0.40 0.19  0.16
N -4.79 0.86 0.17  -0.48
H 1.14 5.03 0.43  0.22
H -0.11 4.32 -0.61  0.23
H -0.39 4.50 1.13  0.22
H 2.44 3.65 1.95  0.22
H 3.44 1.41 2.38  0.24
H 5.45 -0.36 1.10  0.24
H 4.75 0.68 -0.17  0.18
H 6.95 -0.10 -0.97  0.20
H 6.50 -1.80 -0.60  0.17
H 4.14 -1.79 -3.29  0.20
H 4.84 -2.81 -1.99  0.17
H 2.59 -2.10 -1.26  0.24
H 2.98 -0.39 -1.63  0.19
H 0.60 -0.36 -0.24  0.25
H -1.93 2.42 0.60  0.40
H -2.91 2.28 -2.18  0.24
H -3.77 3.06 -0.81  0.22
H -2.94 -0.60 -2.15  0.23
H -4.32 -3.17 -1.41  0.23
H -6.18 -3.72 0.39  0.25

Values from the calculation:
* relative energy (zero: lowest compared OMol25 entry of this formula, charge and spin): 1.759 eV
* calculated total energy: -2014.27562 Ha
* highest occupied orbital energy: -8.460 eV
* molecular weight: 420.52 g/mol
* Kohn-Sham gap: 9.0 eV



Here is a structure of composition C18H20NS2 from the OMol25 dataset. Energies are from ωB97M-V with the def2-TZVPD basis set.

Last column: natural (NBO) charge in e.
CARTESIAN COORDINATES (ANGSTROEM)
C -1.14 -2.50 3.23  -0.41
N -1.13 -1.78 1.96  -0.32
C -1.70 -0.52 1.90  0.18
C -1.57 0.27 0.72  -0.01
C -0.87 -0.21 -0.50  -0.23
H 0.19 0.52 -0.73  0.21
C -0.48 -1.63 -0.38  -0.12
C -0.66 -2.39 0.81  0.21
C -0.28 -3.77 0.80  -0.25
C 0.30 -4.34 -0.31  -0.15
C 0.50 -3.59 -1.47  -0.23
C 0.07 -2.26 -1.50  -0.11
C -2.09 1.57 0.73  -0.18
C -2.72 2.11 1.85  -0.22
C -2.88 1.34 3.00  -0.14
C -2.39 0.03 3.01  -0.25
H -0.42 -3.31 3.18  0.23
H -0.91 -1.82 4.05  0.23
H -2.14 -2.91 3.42  0.22
H -1.53 -0.09 -1.35  0.27
H -0.41 -4.36 1.70  0.23
H 0.64 -5.38 -0.27  0.24
H 0.97 -4.04 -2.33  0.23
H 0.20 -1.69 -2.42  0.22
H -1.98 2.18 -0.17  0.23
H -3.07 3.14 1.86  0.23
H -3.34 1.72 3.91  0.24
H -2.49 -0.54 3.93  0.23
C 2.48 3.23 -3.15  -0.43
C 3.22 1.91 -2.98  -0.52
S 2.28 0.59 -2.18  0.30
C 1.34 1.24 -0.86  -0.60
S 0.96 2.95 -0.79  0.30
C 2.12 3.88 -1.82  -0.52
H 3.17 3.91 -3.63  0.23
H 1.62 3.13 -3.80  0.23
H 3.51 1.53 -3.98  0.26
H 4.15 2.02 -2.38  0.23
H 1.86 0.95 0.13  0.25
H 3.00 4.06 -1.17  0.23
H 1.64 4.87 -2.01  0.26

Values from the calculation:
* total charge: +1
* relative energy (zero: lowest compared OMol25 entry of this formula, charge and spin): 0.000 eV
* calculated total energy: -1548.72385 Ha
* highest occupied orbital energy: -10.779 eV
* molecular weight: 314.50 g/mol
* Kohn-Sham gap: 5.4 eV



Here is a structure of composition C18H21BCuN9OSSe from the OMol25 dataset. Energies are from ωB97M-V with the def2-TZVPD basis set.

Last column: natural (NBO) charge in e.
CARTESIAN COORDINATES (ANGSTROEM)
Cu 0.19 -0.25 0.18  0.92
C -0.23 2.67 3.13  -0.35
C -0.37 1.32 2.79  -0.02
N 0.31 1.07 1.69  -0.37
N 0.90 2.20 1.30  -0.31
C 0.59 3.18 2.14  -0.02
B 1.82 2.23 0.07  0.54
N 0.97 2.13 -1.22  -0.31
C 0.78 3.06 -2.15  -0.03
C -0.02 2.53 -3.14  -0.35
C -0.28 1.23 -2.70  -0.07
N 0.34 1.01 -1.55  -0.36
N 2.71 0.97 0.10  -0.31
C 4.04 0.90 0.01  -0.02
C 4.40 -0.43 0.00  -0.36
C 3.19 -1.12 0.09  -0.04
N 2.19 -0.25 0.15  -0.37
H -0.65 3.19 3.96  0.22
H -0.92 0.55 3.28  0.21
H 0.96 4.18 2.00  0.21
H 2.46 3.22 0.06  -0.04
H 1.21 4.04 -2.06  0.22
H -0.37 3.00 -4.04  0.22
H -0.86 0.46 -3.18  0.19
H 4.64 1.78 -0.04  0.22
H 5.39 -0.85 -0.07  0.22
H 3.01 -2.18 0.11  0.20
Se -2.37 -2.88 3.15  1.03
N -3.01 -3.85 1.82  -0.65
C -2.52 -3.38 0.68  0.13
C -2.77 -3.87 -0.61  -0.17
C -2.16 -3.22 -1.65  -0.25
C -1.31 -2.13 -1.42  0.07
N -1.03 -1.65 -0.22  -0.50
C -1.62 -2.25 0.83  0.25
N -1.43 -1.85 2.08  -0.62
H -3.42 -4.72 -0.75  0.23
H -2.32 -3.54 -2.67  0.23
H -0.83 -1.63 -2.25  0.21
O -1.81 1.68 0.20  -1.00
S -2.52 2.14 -0.99  1.26
C -3.79 3.35 -0.37  -0.60
C -5.16 2.71 -0.48  -0.41
C -4.94 1.21 -0.34  -0.41
C -3.82 0.86 -1.31  -0.60
H -3.70 4.26 -0.95  0.22
H -3.50 3.54 0.67  0.24
H -5.61 2.93 -1.45  0.20
H -5.83 3.08 0.30  0.22
H -5.85 0.64 -0.54  0.22
H -4.60 0.98 0.67  0.22
H -4.13 0.95 -2.35  0.21
H -3.37 -0.11 -1.13  0.24

Values from the calculation:
* relative energy (zero: lowest compared OMol25 entry of this formula, charge and spin): 0.711 eV
* calculated total energy: -5731.54054 Ha
* highest occupied orbital energy (alpha / beta): -7.004 / -7.003 eV
* molecular weight: 564.81 g/mol
* Kohn-Sham gap (alpha / beta): 5.5 / 5.5 eV